(1)
This record from OMol25 describes a molecular structure, C38H30N12O2Ti. The level of theory is wB97M-V/def2-TZVPD.

XYZ file:
```
83
Properties=species:S:1:pos:R:3:forces:R:3
Ti 0.68050 0.21295 0.81658 -0.376 0.204 -0.655
C 5.90025 -2.72797 -2.00318 -0.027 0.026 0.014
C 5.02702 -3.80689 -2.16268 -0.001 -0.002 0.005
C 3.71222 -3.74459 -1.72170 0.037 0.048 0.008
C 3.30543 -2.56912 -1.11262 -0.055 -0.036 -0.032
C 2.01186 -2.15834 -0.55694 0.055 0.078 -0.008
N 0.91862 -2.82034 -0.66979 -0.115 0.087 -0.132
C -0.22446 -2.40704 -0.04596 0.140 -0.053 0.074
C -1.49579 -2.98409 -0.20220 -0.067 -0.122 0.024
C -2.00833 -3.96348 -1.08975 0.067 0.001 0.057
C -3.32497 -4.30660 -0.97904 -0.101 -0.013 0.044
C -4.16577 -3.73208 0.01930 0.043 -0.014 -0.059
C -3.68125 -2.82464 0.91627 0.042 0.046 0.005
C -2.32608 -2.43546 0.80977 -0.053 0.001 0.044
C -1.52631 -1.55420 1.56071 -0.040 -0.040 0.126
N -1.89485 -0.92065 2.71158 0.007 0.012 -0.056
C -1.20513 0.03879 3.19686 0.010 0.036 0.018
N -0.11741 0.69519 2.58356 -0.084 0.132 0.218
C 0.17516 1.81191 3.32883 0.021 0.009 0.058
N 0.97650 2.78200 2.99554 -0.078 -0.003 -0.020
C 1.79145 2.65923 1.94709 0.120 -0.027 0.096
N 2.13317 1.46952 1.33698 0.156 0.148 0.123
C 3.17130 1.71966 0.46591 0.079 -0.040 0.068
N 3.86924 0.78947 -0.18580 -0.099 -0.066 -0.052
C 3.41650 -0.42251 -0.31138 0.128 0.073 -0.042
N 2.15083 -0.87640 -0.00464 0.100 -0.133 -0.011
C 4.17411 -1.49938 -0.95240 0.010 0.064 -0.010
C 5.48422 -1.55033 -1.39802 -0.020 -0.069 0.005
C 3.45288 3.12686 0.46027 0.129 -0.018 -0.021
C 4.39041 3.88719 -0.23970 -0.016 -0.005 0.035
C 4.41727 5.24334 0.00703 0.002 -0.021 0.000
C 3.54474 5.83680 0.93729 -0.012 -0.009 0.001
C 2.62596 5.08715 1.64111 0.041 -0.009 -0.014
C 2.58483 3.71720 1.38356 -0.023 0.056 0.098
C -0.64978 1.82105 4.53816 0.009 0.042 -0.015
C -0.69116 2.70311 5.60398 -0.043 -0.055 0.023
C -1.61442 2.43872 6.60587 0.009 0.001 -0.022
C -2.46691 1.33506 6.53053 -0.002 -0.001 0.002
C -2.42565 0.46084 5.45279 0.041 0.034 -0.008
C -1.49813 0.72638 4.46113 -0.034 -0.034 -0.010
N -0.26933 -1.51477 1.01138 0.002 -0.243 0.049
H 6.91830 -2.81701 -2.35563 0.023 -0.004 -0.012
H 5.38859 -4.71043 -2.63404 0.007 -0.018 -0.011
H 3.03569 -4.57941 -1.83585 -0.027 -0.033 -0.002
H -1.36751 -4.43560 -1.82368 0.042 -0.027 -0.023
H -3.73952 -5.05427 -1.64150 -0.021 -0.015 -0.024
H -5.19921 -4.04367 0.07282 -0.035 -0.024 0.005
H -4.30922 -2.40985 1.69299 -0.005 0.009 0.027
H 6.15022 -0.70875 -1.27024 0.004 0.019 0.001
H 5.06823 3.42397 -0.94252 0.005 -0.013 -0.017
H 5.12738 5.86807 -0.51742 0.005 0.009 -0.008
H 3.60427 6.90367 1.10281 0.000 0.019 0.009
H 1.96386 5.53640 2.36665 -0.034 0.013 0.029
H -0.02848 3.55495 5.64980 0.024 0.031 -0.003
H -1.67769 3.09661 7.46140 -0.002 0.012 0.020
H -3.17264 1.16015 7.33116 -0.010 0.000 0.012
H -3.08297 -0.39428 5.38836 -0.021 -0.024 -0.005
N -2.07440 1.21410 0.43971 0.038 0.000 0.132
C -2.12518 0.73402 -0.93132 0.002 -0.079 -0.107
C -3.40286 1.10147 -1.68608 -0.021 -0.068 0.048
C -3.55138 0.59486 -3.12027 0.034 -0.018 -0.069
C -3.42656 -0.91503 -3.33079 0.023 -0.100 -0.023
N -2.08563 -1.48038 -3.13243 0.133 0.233 -0.035
C -1.03188 -1.26772 -3.90810 -0.118 -0.237 0.007
N -1.14468 -0.59233 -5.05631 -0.024 0.093 -0.011
N 0.14056 -1.81974 -3.59105 0.079 0.034 0.164
C -0.81440 1.14562 -1.60759 -0.076 0.016 -0.069
O -0.71934 1.53818 -2.74520 -0.117 -0.090 0.034
O 0.23797 0.98051 -0.82679 0.104 0.032 0.035
H -2.81720 0.80891 0.99895 0.055 0.002 0.010
H -2.15166 2.22543 0.49738 -0.049 -0.031 -0.069
H -2.06051 -0.35968 -0.85119 -0.026 0.061 -0.045
H -3.51625 2.18846 -1.69297 0.057 0.016 -0.009
H -4.23450 0.71119 -1.08888 0.016 0.013 -0.001
H -2.84549 1.12836 -3.75420 0.030 0.019 -0.015
H -4.55026 0.86949 -3.46747 0.001 -0.016 -0.010
H -3.76883 -1.18376 -4.33407 -0.007 0.026 -0.001
H -4.07128 -1.45808 -2.63860 0.003 0.022 0.027
H -1.94963 -2.10208 -2.34264 -0.063 0.019 -0.016
H -1.98294 -0.06768 -5.23486 0.007 0.018 0.021
H -0.31075 -0.24455 -5.49897 -0.011 0.001 0.000
H 0.28857 -2.27204 -2.69264 0.004 0.016 -0.030
H 0.96049 -1.61164 -4.13501 -0.028 -0.019 0.005
```
Forces are in eV/Å.

2S+1: 2
Net charge: +1
Orbital gap (spin up / spin down) (eV): 5.07 / 5.01
Max |F| (Eh/bohr): 0.015
Molar mass (g/mol): 734.61



(2)
This record from OMol25 describes a molecular structure, C5H9N2 in a non-equilibrium geometry. The level of theory is wB97M-V/def2-TZVPD.

XYZ file:
```
16
Properties=species:S:1:pos:R:3:forces:R:3
C 1.98242 2.41112 -0.35425 3.422 1.976 0.248
C 0.96341 1.86276 -0.20882 -6.889 -4.519 0.839
C -0.08751 -1.13728 -1.37304 -0.245 -0.154 2.078
C -0.85814 0.95223 1.65514 -4.111 0.985 -0.375
C -0.62028 0.64044 0.16611 4.603 4.127 -0.185
N 0.60731 -2.22925 -1.51535 -0.706 -2.040 -4.263
N -0.05213 -0.60262 -0.15146 -0.112 -1.560 -1.127
H 2.86639 2.96316 -0.18285 0.431 0.222 -0.456
H -0.76595 -0.76145 -2.12635 0.382 0.248 -0.267
H -0.18781 0.58742 2.42164 0.481 -0.606 -0.515
H -0.93085 2.10970 1.90488 -0.094 -2.502 -1.076
H -1.94997 0.44702 1.80910 2.409 1.308 0.264
H -1.25486 0.95754 -0.68937 -0.061 0.009 1.352
H 0.54690 -2.86876 -2.40518 0.115 1.956 2.345
H 0.96180 -2.67549 -0.71173 0.799 -0.589 0.824
H 0.55743 -1.14783 0.47070 -0.425 1.140 0.313
```
Forces are in eV/Å.

Net charge: +1
Orbital gap (eV): 9.05
Max |F| (Eh/bohr): 0.161
ΔE to the lowest compared entry with this formula, charge and spin (eV): 6.071
Molar mass (g/mol): 97.14



(3)
This record from OMol25 describes a molecular structure, C14H25O2Rh in a non-equilibrium geometry. The level of theory is wB97M-V/def2-TZVPD.

XYZ file:
```
42
Properties=species:S:1:pos:R:3:forces:R:3
Rh 0.10143 0.18073 -0.79621 -1.040 -1.471 3.901
C 0.43685 0.40162 1.55984 -0.066 -1.240 0.035
C 0.06864 1.61262 0.96426 -0.552 0.896 -0.689
C 0.97083 1.84209 -0.10998 1.065 1.681 -0.946
C 1.95301 0.77477 -0.13145 1.241 1.133 -1.349
C 1.62189 -0.09997 0.90239 -0.131 -0.762 0.254
C 2.31463 -1.34753 1.28369 -0.105 -0.202 0.101
C 3.12797 0.72459 -1.06554 0.028 0.116 0.311
C 0.99676 3.01234 -1.03726 0.106 0.226 0.113
C -1.02990 2.52857 1.37104 -0.015 -0.090 -0.003
C -0.20189 -0.26568 2.72316 -0.076 -0.066 -0.115
H 2.52505 -1.33302 2.35721 0.039 0.053 -0.043
H 3.24518 -1.49519 0.74393 0.003 0.040 0.000
H 1.65958 -2.20683 1.10984 0.072 0.062 0.040
H 3.82420 1.53760 -0.84959 0.008 -0.002 0.063
H 2.81684 0.85556 -2.10217 -0.062 -0.014 -0.039
H 3.67620 -0.21028 -0.98206 -0.040 -0.033 -0.030
H 2.01506 3.37515 -1.18319 -0.020 0.019 0.043
H 0.38430 3.83573 -0.67424 0.012 -0.007 -0.004
H 0.62285 2.73661 -2.03038 -0.001 -0.023 0.006
H -0.59588 3.34193 1.96151 0.026 -0.030 0.011
H -1.78235 2.03802 1.98273 -0.016 -0.029 -0.037
H -1.51066 2.99254 0.51174 0.037 0.008 -0.006
H -0.44647 -1.30482 2.49551 0.089 0.060 0.065
H -1.09935 0.24506 3.05901 -0.015 0.003 -0.030
H 0.50680 -0.29488 3.55636 0.032 0.055 -0.043
C -2.99874 0.71264 -1.14136 0.026 -0.078 0.151
O -2.06223 -0.17955 -0.47570 -0.356 0.056 -0.898
C -2.42134 -1.55837 -0.72046 -0.293 0.152 -0.062
C -1.42988 -2.42711 -0.02286 0.313 -0.092 0.183
O -0.07770 -2.11207 -0.42064 -0.342 -0.304 -1.226
C 0.28570 -2.74744 -1.68650 0.049 -0.215 0.376
H -4.00770 0.50409 -0.79150 -0.024 -0.020 0.029
H -2.94619 0.57630 -2.22120 0.000 -0.003 -0.034
H -2.72509 1.72654 -0.86890 0.016 0.011 -0.028
H -2.45056 -1.74651 -1.79705 0.019 0.057 -0.042
H -3.41762 -1.74153 -0.31326 -0.039 0.019 -0.021
H -1.63963 -3.47624 -0.23442 0.007 -0.030 0.063
H -1.47364 -2.26919 1.05331 -0.020 -0.036 -0.047
H -0.09087 -3.76912 -1.71259 0.047 -0.028 0.033
H 1.37037 -2.76649 -1.72787 0.055 0.048 -0.016
H -0.11646 -2.20325 -2.53911 -0.076 0.079 -0.073
```
Forces are in eV/Å.

Net charge: +2
Orbital gap (spin up / spin down) (eV): 8.13 / 8.13
Max |F| (Eh/bohr): 0.084
ΔE to the lowest compared entry with this formula, charge and spin (eV): 1.699
Molar mass (g/mol): 328.26



(4)
This record from OMol25 describes a molecular structure, AsF6H14O7 in a non-equilibrium geometry. The level of theory is wB97M-V/def2-TZVPD.

XYZ file:
```
28
Properties=species:S:1:pos:R:3:forces:R:3
As 0.27544 0.25065 -0.47413 -0.756 1.019 0.245
F 1.64451 -0.72972 -0.97684 -1.006 0.321 0.111
F 1.21528 0.77819 0.94365 -0.822 -0.480 -0.897
F -1.11153 1.36848 -0.00890 2.077 -1.466 -0.741
F -0.63357 -0.34470 -1.91318 1.155 0.934 1.871
F -0.43410 -1.07780 0.60503 1.345 1.856 -1.613
F 1.07815 1.64497 -1.35726 -1.652 -1.628 1.170
O -3.60147 0.83783 0.88339 -0.589 -0.214 0.020
H -3.48076 0.34529 1.69522 0.000 -0.081 0.267
H -2.75754 1.26391 0.73344 0.374 0.090 -0.180
O -3.20329 -0.91199 -2.97133 -0.470 -0.037 -0.340
H -2.62678 -0.30832 -3.43980 0.171 0.146 0.008
H -2.61120 -1.45066 -2.44646 0.138 -0.145 0.385
O 0.68501 -1.51292 3.12171 0.132 -0.143 0.641
H 1.11976 -1.25967 2.30741 0.079 0.038 -0.244
H -0.22006 -1.69016 2.86548 -0.116 0.027 -0.155
O -2.72026 -2.15893 0.07057 -0.523 -0.728 -0.171
H -2.99570 -1.24278 0.10265 -0.181 0.502 -0.057
H -1.78711 -2.13655 0.28260 0.096 0.061 -0.034
O 3.15976 -2.32291 0.54651 0.277 -0.467 0.358
H 3.78704 -1.68762 0.89171 0.119 0.121 0.089
H 2.63261 -1.82464 -0.07804 -0.191 0.142 -0.201
O 1.60599 2.86437 2.90394 -0.035 0.377 0.292
H 1.52722 2.46291 2.03857 -0.164 -0.306 -0.293
H 2.54110 2.82189 3.10397 0.170 -0.041 0.064
O 2.37173 1.94318 -3.52262 0.457 0.100 -0.970
H 2.88644 2.47642 -2.91685 -0.009 0.026 0.175
H 1.65330 1.60130 -2.99044 -0.077 -0.023 0.198
```
Forces are in eV/Å.

Net charge: -1
Orbital gap (eV): 10.31
Max |F| (Eh/bohr): 0.055
ΔE to the lowest compared entry with this formula, charge and spin (eV): 0.744
Molar mass (g/mol): 315.01



(5)
This record from OMol25 describes 2 unconnected molecules or ions with the total composition C31H28N in a non-equilibrium geometry. The level of theory is wB97M-V/def2-TZVPD.

XYZ file:
```
60
Properties=species:S:1:pos:R:3:forces:R:3
C 4.44375 -0.26146 2.62107 -0.032 0.176 0.027
C 3.96946 1.04980 2.45094 0.183 -0.399 0.104
C 2.60927 1.30642 2.52068 -0.361 -0.553 0.211
C 1.69588 0.24608 2.73688 1.163 -0.374 0.082
C 0.29490 0.52208 2.77419 -1.455 -0.522 0.015
C -0.69180 -0.43187 2.64908 1.329 0.941 0.096
N -1.98736 -0.11093 2.57615 -0.384 0.119 0.410
C -3.02569 -1.10170 2.38451 -0.012 -0.293 -0.288
C -4.34260 -0.32324 2.49413 -0.152 -0.153 -0.120
C -3.97618 1.15973 2.72286 0.110 0.116 0.174
C -2.45167 1.26079 2.55818 -0.295 0.276 -0.403
C 2.18330 -1.07220 2.90369 0.201 0.729 0.075
C 3.54920 -1.31303 2.85974 0.073 0.111 -0.057
H 5.51280 -0.46249 2.56425 -0.243 0.049 0.013
H 4.66487 1.86914 2.26020 -0.139 -0.275 0.056
H 2.21248 2.31814 2.40142 0.182 -0.281 -0.021
H 0.01311 1.57244 2.82831 -0.006 -0.218 -0.185
H -0.46096 -1.50393 2.57372 -0.135 0.554 -0.008
H -2.92721 -1.57465 1.39144 -0.044 0.117 0.275
H -2.93624 -1.90428 3.13167 -0.050 0.228 -0.111
H -4.90020 -0.44942 1.56265 -0.079 0.058 0.239
H -4.94390 -0.72746 3.31402 -0.016 0.179 -0.207
H -4.46398 1.82395 2.00260 -0.060 -0.163 0.244
H -4.25810 1.48191 3.73378 -0.030 -0.087 -0.258
H -1.98800 1.87298 3.34857 -0.129 -0.391 -0.188
H -2.20755 1.76018 1.59835 0.112 -0.288 0.281
H 1.46867 -1.87293 3.09356 0.359 0.080 -0.022
H 3.92024 -2.32879 3.01327 -0.037 0.306 -0.106
C 0.71370 0.77445 6.48974 -0.228 -0.025 0.256
C -0.69795 1.04247 6.58258 -0.440 0.181 0.015
C -1.25645 2.14989 5.90169 -0.208 0.044 0.201
C -2.61782 2.42967 6.00115 0.189 -0.089 0.095
C -3.44427 1.63167 6.80529 0.365 -0.072 -0.096
C -2.90271 0.54009 7.49723 0.062 0.063 -0.032
C -1.54796 0.24129 7.38575 -0.022 0.100 -0.120
C 1.33967 -0.52137 6.58567 1.368 -0.119 0.023
C 2.77142 -0.33764 6.52709 -0.855 -1.395 0.152
C 3.63896 -1.41168 6.63779 -0.195 0.808 -0.108
C 3.09289 -2.69220 6.80291 -0.760 -0.067 0.030
C 1.69761 -2.87862 6.85088 0.434 -0.108 -0.029
C 0.81312 -1.80124 6.72796 0.068 -0.008 -0.073
C 3.03035 1.08644 6.40130 -0.115 1.590 -0.249
C 1.75841 1.76706 6.39696 1.244 -0.243 -0.116
C 1.72354 3.16026 6.40372 0.144 -0.121 -0.039
C 2.93468 3.85976 6.33047 0.359 -0.026 -0.012
C 4.16958 3.18851 6.28683 -0.597 0.281 -0.016
C 4.22640 1.78723 6.33475 -0.688 -0.671 -0.003
H -0.61031 2.77832 5.28572 -0.323 -0.327 0.062
H -3.03326 3.28149 5.45733 0.118 -0.302 0.197
H -4.50572 1.86699 6.89532 0.309 -0.088 -0.019
H -3.54114 -0.07335 8.13771 0.238 0.234 -0.222
H -1.12069 -0.57780 7.96560 -0.207 0.332 -0.130
H 4.71692 -1.23243 6.60324 -0.358 -0.266 0.004
H 3.75702 -3.55279 6.89627 -0.243 0.229 -0.022
H 1.29913 -3.88336 6.98827 0.123 0.266 -0.069
H -0.26570 -1.94388 6.74440 0.326 -0.209 -0.088
H 0.77300 3.68082 6.48549 0.322 0.077 0.006
H 2.91866 4.94965 6.31604 0.026 -0.318 0.023
H 5.09684 3.76182 6.22982 -0.330 -0.134 0.021
H 5.16733 1.23540 6.31299 -0.179 0.339 0.036
```
Forces are in eV/Å.

Net charge: +1
Orbital gap (eV): 3.49
Max |F| (Eh/bohr): 0.032
ΔE to the lowest compared entry with this formula, charge and spin (eV): 1.206
Molar mass (g/mol): 414.57



(6)
This record from OMol25 describes 3 unconnected molecules or ions with the total composition C7H13N2 in a non-equilibrium geometry. The level of theory is wB97M-V/def2-TZVPD.

XYZ file:
```
22
Properties=species:S:1:pos:R:3:forces:R:3
C -1.13151 -2.43951 1.49045 0.908 2.808 -2.084
C -0.73838 -1.49106 0.83996 -1.628 -3.461 2.400
C -0.26177 1.58237 -1.08998 -1.819 0.352 -1.190
C 1.05212 0.88599 -1.29704 -2.410 -1.618 1.693
C -0.37498 -0.46523 0.11216 1.231 5.305 -2.796
C -1.89803 1.36934 0.65017 -1.359 -0.674 -1.040
C 1.89257 -1.35642 -0.44406 -1.115 -2.024 -3.917
N -0.93819 0.82269 -0.05746 0.107 -2.074 1.408
N 0.68169 -0.59136 -0.93625 0.675 1.023 0.874
H -1.54032 -3.02416 2.19366 -0.937 -2.217 1.958
H -0.23279 2.57794 -0.66496 0.558 0.366 -0.532
H -0.97250 1.57804 -1.99598 1.337 0.057 1.098
H 1.43418 0.99906 -2.23824 0.952 -0.134 -2.490
H 1.74847 1.19158 -0.58074 1.127 0.293 1.167
H -0.09787 0.35390 2.84407 -2.502 2.576 -1.197
H -2.45023 0.61846 1.24336 0.193 0.959 -0.046
H -0.72147 0.97409 2.55330 2.685 -2.468 1.366
H -2.38906 2.30113 0.23887 0.905 -1.101 0.888
H 1.68321 -2.39983 -0.27908 -0.759 -0.251 0.081
H 2.64265 -1.38022 -1.21690 0.001 0.185 -0.845
H 2.43354 -1.05547 0.34596 0.751 2.179 3.301
H 0.17868 -1.05133 -1.71130 1.099 -0.082 -0.096
```
Forces are in eV/Å.

Net charge: +1
Orbital gap (spin up / spin down) (eV): 7.43 / 7.43
Max |F| (Eh/bohr): 0.119
ΔE to the lowest compared entry with this formula, charge and spin (eV): 7.143
Molar mass (g/mol): 125.19



Q: What is the formula in the fifth record?
A: C31H28N